Record 1
This record from OMol25 describes a molecular structure, C29H55N10O2Tl. The level of theory is wB97M-V/def2-TZVPD.

* charge: +2
* energy relative to the best compared isomer or geometry (same formula, charge and spin): 0.249 eV
* 2S+1: 1

Positions of all 97 atoms, in Å:
Tl1 0.40 0.35 -0.12
C1 -0.86 4.63 -1.92
N1 -1.29 3.44 -1.18
C2 -1.82 2.36 -2.01
C3 -1.04 3.27 0.13
N2 -0.91 2.05 0.62
C4 -1.24 1.73 2.00
C5 -2.05 0.43 2.01
N3 -1.41 -0.64 1.22
C6 -0.72 -1.65 2.02
C7 0.46 -1.03 2.74
N4 1.37 -0.36 1.81
C8 2.68 -0.43 1.99
N5 3.46 0.62 1.64
C9 4.83 0.46 1.18
C10 2.93 1.97 1.58
N6 3.31 -1.51 2.52
C11 4.38 -1.38 3.50
C12 2.84 -2.87 2.28
C13 -2.33 -1.22 0.23
C14 -1.63 -2.04 -0.83
N7 -0.51 -1.31 -1.40
C15 -0.14 -1.54 -2.63
N8 -1.04 -2.05 -3.58
C16 -1.03 -3.48 -3.84
C17 -2.29 -1.35 -3.79
N9 1.10 -1.26 -3.09
C18 1.32 -1.08 -4.53
C19 2.35 -1.50 -2.34
N10 -1.02 4.38 0.91
C20 -1.93 5.51 0.70
C21 -0.13 4.50 2.05
H1 -0.28 4.31 -2.79
H2 -0.22 5.25 -1.29
H3 -1.71 5.21 -2.26
H4 -2.46 2.80 -2.77
H5 -2.41 1.69 -1.40
H6 -1.01 1.81 -2.50
H7 -1.86 2.50 2.46
H8 -0.34 1.63 2.61
H9 -3.03 0.63 1.58
H10 -2.21 0.11 3.05
H11 -0.35 -2.43 1.35
H12 -1.39 -2.12 2.75
H13 0.95 -1.81 3.33
H14 0.10 -0.29 3.46
H15 5.06 -0.59 1.00
H16 5.55 0.86 1.90
H17 4.95 1.01 0.24
H18 2.01 2.03 2.14
H19 2.77 2.29 0.55
H20 3.66 2.65 2.02
H21 4.57 -0.33 3.72
H22 5.31 -1.84 3.15
H23 4.08 -1.87 4.42
H24 2.08 -2.88 1.51
H25 2.45 -3.33 3.19
H26 3.69 -3.48 1.95
H27 -2.86 -0.39 -0.24
H28 -3.08 -1.86 0.72
H29 -2.38 -2.31 -1.57
H30 -1.25 -2.97 -0.41
H31 -0.07 -3.91 -3.55
H32 -1.18 -3.68 -4.90
H33 -1.82 -4.00 -3.28
H34 -2.16 -0.28 -3.59
H35 -3.12 -1.72 -3.18
H36 -2.59 -1.46 -4.84
H37 0.38 -1.17 -5.05
H38 2.00 -1.84 -4.92
H39 1.73 -0.09 -4.70
H40 2.92 -1.70 -0.51
H41 4.30 -1.06 -1.89
H42 2.66 -2.51 -2.63
H43 -2.68 5.25 -0.05
H44 -1.40 6.40 0.38
H45 -2.44 5.73 1.63
H46 0.62 3.72 2.02
H47 -0.66 4.46 3.00
H48 0.39 5.46 2.00
C22 4.27 -0.88 -3.97
C23 3.59 -0.62 -2.61
O1 2.08 -1.51 -0.94
C24 3.57 0.87 -2.29
C25 4.82 1.51 -2.30
C26 4.98 2.87 -2.09
C27 3.85 3.64 -1.85
C28 2.61 3.03 -1.78
C29 2.45 1.65 -1.98
O2 1.19 1.15 -1.90
H49 4.26 -1.94 -4.23
H50 5.31 -0.57 -3.93
H51 3.81 -0.31 -4.78
H52 5.71 0.92 -2.48
H53 5.96 3.31 -2.12
H54 3.94 4.72 -1.72
H55 1.72 3.60 -1.55

Record 2
This record from OMol25 describes 5 unconnected molecules or ions with the total composition C29H55N4O9S2. The level of theory is wB97M-V/def2-TZVPD.

* total energy: -77016.349 eV
* charge: -1
* 2S+1: 1

Positions of all 99 atoms, in Å:
C1 7.65 -4.09 1.34
C2 6.56 -4.08 0.13
C3 5.65 -2.77 0.32
C4 4.07 -3.07 0.08
O1 3.37 -1.86 0.46
N1 2.14 -2.12 1.00
C5 1.12 -1.47 0.12
C6 -0.10 -2.47 -0.23
S1 0.47 -4.17 -0.74
C7 0.48 -5.25 0.73
N2 1.15 -6.48 1.03
N3 0.85 -6.89 2.30
C8 -0.05 -5.93 2.85
O2 -0.29 -4.94 1.88
C9 2.03 -1.68 2.43
S2 2.94 -3.01 3.44
C10 2.55 -0.20 2.73
C11 4.13 -0.03 2.92
O3 4.59 -0.34 4.28
C12 4.45 1.56 2.73
N4 5.88 1.85 2.47
C13 0.50 -1.75 2.98
O4 0.10 -2.71 3.74
O5 -0.43 -0.76 2.70
H1 7.20 -4.67 2.23
H2 7.90 -3.02 1.66
H3 8.62 -4.60 0.99
H4 5.98 -5.06 0.07
H5 7.18 -4.01 -0.84
H6 5.73 -2.44 1.42
H7 6.03 -1.91 -0.31
H8 3.90 -3.36 -1.02
H9 3.72 -3.97 0.70
H10 1.64 -1.28 -0.89
H11 0.75 -0.45 0.49
H12 -0.82 -2.52 0.66
H13 -0.67 -2.00 -1.11
H14 -0.55 -5.85 3.86
H15 4.19 -3.20 2.85
H16 2.17 0.53 1.93
H17 2.06 0.14 3.72
H18 4.77 -0.56 2.14
H19 3.86 -0.72 4.81
H20 3.72 2.03 1.98
H21 4.17 2.03 3.75
H22 6.45 1.28 3.12
H23 6.08 1.64 1.49
C14 -4.91 0.24 -2.46
C15 -4.67 -1.02 -3.25
C16 -3.20 -0.90 -3.60
O6 -2.58 -0.17 -2.53
C17 -3.61 0.39 -1.70
H24 -5.78 0.19 -1.80
H25 -5.05 1.09 -3.14
H26 -4.83 -1.90 -2.62
H27 -5.31 -1.11 -4.14
H28 -3.05 -0.33 -4.52
H29 -2.71 -1.87 -3.71
H30 -3.63 -0.17 -0.76
H31 -3.37 1.44 -1.48
C18 -8.33 0.66 2.26
C19 -9.41 0.25 1.29
C20 -8.60 -0.23 0.10
O7 -7.38 -0.76 0.62
C21 -7.26 -0.38 2.00
H32 -8.65 0.69 3.30
H33 -7.95 1.66 1.99
H34 -9.99 -0.57 1.71
H35 -10.10 1.06 1.03
H36 -8.36 0.60 -0.58
H37 -9.12 -1.00 -0.47
H38 -7.43 -1.28 2.60
H39 -6.25 -0.01 2.19
C22 3.21 6.52 3.09
C23 3.18 6.18 1.61
C24 3.48 4.70 1.62
O8 2.96 4.17 2.85
C25 2.61 5.27 3.70
H40 2.66 7.42 3.34
H41 4.25 6.64 3.42
H42 2.17 6.36 1.21
H43 3.89 6.76 1.02
H44 4.56 4.51 1.60
H45 3.02 4.17 0.77
H46 1.52 5.33 3.74
H47 2.98 5.08 4.71
C26 -2.43 3.58 -6.38
C27 -2.48 3.25 -7.86
C28 -2.16 1.76 -7.86
O9 -2.66 1.23 -6.62
C29 -3.01 2.32 -5.76
H48 -2.99 4.48 -6.11
H49 -1.39 3.71 -6.06
H50 -3.49 3.41 -8.24
H51 -1.78 3.83 -8.46
H52 -1.08 1.59 -7.88
H53 -2.62 1.24 -8.70
H54 -4.10 2.37 -5.71
H55 -2.62 2.13 -4.75